# 1
{
  "formula": "C8H15N",
  "method": "ωB97M-V with the def2-TZVPD basis set",
  "relative_energy_kcal_mol": 31.0,
  "largest_force_ev_per_a": 3.657,
  "orbital_gap_ev": 9.872,
  "charge": 0,
  "spin_multiplicity": 1,
  "smiles": "C=CC1(N)CC(C)(C)C1",
  "lumo_energy_ev": 0.9,
  "elements": ["C", "C", "C", "C", "C", "C", "N", "C", "C", "H", "H", "H", "H", "H", "H", "H", "H", "H", "H", "H", "H", "H", "H", "H"],
  "coordinates": [[0.850076, -0.300829, 0.009329], [-1.321234, 0.086482, 0.019085], [-0.218572, -0.038995, 1.083666], [-0.091924, -0.000344, -1.128825], [-2.293954, -1.076659, -0.008375], [-2.046905, 1.419197, 0.023761], [1.318511, -1.650787, 0.023861], [2.061279, 0.815559, -0.034210], [3.348531, 0.518596, -0.025306], [1.831476, -1.854282, 0.873680], [1.905826, -1.849843, -0.777819], [-0.044868, 0.865589, 1.663453], [-0.342032, -0.880128, 1.763830], [-0.176851, -0.800374, -1.857729], [-0.002732, 0.962825, -1.619133], [1.734089, 1.849039, -0.041424], [-2.936228, -1.019283, -0.886301], [-1.759508, -2.024200, -0.026902], [-2.932562, -1.067028, 0.877656], [-2.688498, 1.509371, -0.851975], [-2.675462, 1.512816, 0.912015], [-1.343801, 2.250497, 0.020940], [4.120296, 1.275054, -0.032502], [3.705047, -0.502275, 0.019223]],
  "forces_ev_per_angstrom": [[2.7954, 2.3535, 0.1482], [1.0052, 0.0247, -1.4923], [0.3006, -0.1141, 0.0680], [-2.7475, -0.1522, 1.0679], [0.1978, 0.0402, -0.0530], [0.0652, -0.1571, -0.0549], [-0.1048, -0.4738, -0.0695], [-1.5320, -1.6810, 0.6088], [0.0588, -0.0305, 0.0652], [0.0423, 0.0020, -0.0763], [0.0386, -0.0054, 0.0726], [-0.0438, 0.0933, 0.0122], [-0.0059, -0.0285, 0.1002], [-0.1341, -0.0672, -0.1112], [0.3292, 0.0675, -0.0333], [-0.0857, 0.0705, -0.0696], [-0.0584, -0.0293, -0.0807], [0.0255, -0.0947, -0.0299], [-0.0202, 0.0398, 0.0616], [-0.0637, 0.0471, -0.0792], [-0.0210, -0.0088, 0.0519], [0.0519, 0.0952, -0.0030], [-0.0239, 0.1405, -0.0781], [-0.0695, -0.1319, -0.0255]]
}

=====

# 2
{
  "formula": "C8H15N",
  "method": "ωB97M-V with the def2-TZVPD basis set",
  "relative_energy_kcal_mol": 25.0,
  "largest_force_ev_per_a": 4.295,
  "orbital_gap_ev": 9.266,
  "charge": 0,
  "spin_multiplicity": 1,
  "smiles": "C/C=C/N=C/C(C)(C)C",
  "lumo_energy_ev": 0.8,
  "elements": ["N", "C", "C", "C", "C", "C", "C", "C", "C", "H", "H", "H", "H", "H", "H", "H", "H", "H", "H", "H", "H", "H", "H", "H"],
  "coordinates": [[0.391614, 0.742724, 0.006446], [-0.300376, -0.351918, -0.275861], [0.547111, 1.576215, -1.078147], [1.536268, 2.520400, -1.045410], [1.856054, 3.416120, -2.228183], [-1.643583, -2.406612, 0.149416], [0.496098, -2.060865, 1.359343], [-1.438216, -0.613715, 1.964480], [-0.716235, -1.342036, 0.796854], [-0.633494, -0.572043, -1.284988], [-0.054323, 1.441882, -1.995124], [2.101744, 2.606887, -0.096253], [2.906923, 3.262769, -2.530319], [1.666060, 4.479640, -1.916883], [1.218278, 3.166034, -3.082519], [-1.116418, -2.765104, -0.731436], [-2.593863, -1.879914, -0.138534], [-1.865133, -3.223544, 0.818657], [1.190149, -1.334773, 1.773853], [0.210435, -2.817473, 2.113520], [1.060365, -2.570959, 0.545476], [-0.788364, 0.154938, 2.333173], [-2.391767, -0.156941, 1.716071], [-1.639326, -1.271711, 2.826368]],
  "forces_ev_per_angstrom": [[-2.4938, -3.4485, -0.5757], [1.2984, 2.2789, 1.7889], [2.2785, 2.0368, -0.7469], [-1.2469, -0.9527, -0.1867], [-0.1219, 0.1845, 0.9229], [-0.2991, 1.8007, -0.2505], [0.8432, -0.4620, -0.4339], [0.1100, -0.5384, 0.1279], [-0.9057, -0.4738, 0.4427], [-0.0647, 0.1368, -0.3476], [0.1864, -0.0398, 0.4510], [-0.3017, 0.0372, -0.7545], [-0.3801, 0.3771, 0.1196], [0.4309, -0.8289, -0.5462], [0.0704, 0.1179, 0.1674], [-0.2826, -0.3262, -0.2002], [0.7108, -0.7629, 0.0290], [-0.0508, -0.1943, 0.2222], [0.0574, 0.0044, 0.3080], [0.1297, 0.4259, -0.2926], [-0.4033, 0.1486, 0.4625], [0.3469, 0.5713, 0.1718], [-0.0659, 0.0465, -0.4207], [0.1542, -0.1390, -0.4583]]
}

=====

# 3
{
  "formula": "C8H15N",
  "method": "ωB97M-V with the def2-TZVPD basis set",
  "relative_energy_kcal_mol": 84.7,
  "largest_force_ev_per_a": 2.173,
  "orbital_gap_ev": 9.900,
  "charge": 0,
  "spin_multiplicity": 1,
  "lumo_energy_ev": 0.9,
  "elements": ["C", "C", "C", "C", "C", "C", "C", "C", "N", "H", "H", "H", "H", "H", "H", "H", "H", "H", "H", "H", "H", "H", "H", "H"],
  "coordinates": [[-1.827754, -0.586362, -0.291784], [1.474728, 1.007908, -0.033594], [-2.920935, -0.642314, -1.332512], [1.196714, 2.514298, -0.000326], [2.614462, 0.638984, 0.919796], [0.222817, 0.228839, 0.317061], [-1.176432, -2.419516, -0.037447], [0.018714, -2.483341, 0.361335], [-0.724267, 0.098579, -0.617583], [-2.190926, -0.492540, 0.742832], [1.754465, 0.727139, -1.053058], [-0.113865, 0.408515, 1.353429], [-2.050448, -3.009370, -0.226858], [-2.496344, -0.873489, -2.308254], [-3.672130, -1.391109, -1.074748], [-3.422398, 0.325732, -1.395456], [0.389951, 2.770385, -0.686777], [0.905522, 2.832797, 1.003979], [2.352964, 0.890152, 1.951209], [2.835670, -0.429916, 0.880740], [2.083647, 3.082152, -0.287034], [3.523733, 1.187208, 0.666974], [0.471274, -1.192963, 0.452016], [0.750839, -3.191765, 0.696064]],
  "forces_ev_per_angstrom": [[-0.0332, -1.4802, 0.5925], [0.2728, -0.3095, 0.0353], [0.0655, -0.0317, 0.1298], [-0.1067, -0.1410, -0.0003], [-0.0443, 0.0366, -0.0818], [-1.4586, 1.3411, -0.8912], [-0.9237, 1.7988, -0.3226], [0.8397, 1.6307, 0.4693], [1.4710, 0.0080, 0.3970], [-0.0242, 0.0513, -0.0758], [-0.0307, 0.0067, 0.0336], [0.1316, -0.5456, 0.0657], [0.0661, -0.2778, -0.1410], [-0.0092, -0.0126, -0.0050], [0.0218, 0.0101, -0.0240], [0.0059, -0.0248, -0.0106], [-0.0145, -0.0076, 0.0040], [-0.0097, -0.0063, 0.0117], [-0.0119, 0.0022, -0.0029], [0.0140, 0.0415, -0.0079], [0.0265, -0.0523, 0.0207], [-0.0170, -0.0265, 0.0083], [-0.2242, -1.8574, -0.1810], [-0.0069, -0.1537, -0.0237]]
}

=====

# 4
{
  "formula": "C8H15N",
  "method": "ωB97M-V with the def2-TZVPD basis set",
  "relative_energy_kcal_mol": 69.0,
  "largest_force_ev_per_a": 2.376,
  "orbital_gap_ev": 8.180,
  "charge": 0,
  "spin_multiplicity": 1,
  "smiles": "CC(C)=C(C)N.C=C=C",
  "lumo_energy_ev": 0.9,
  "elements": ["C", "C", "C", "C", "C", "N", "H", "H", "H", "H", "H", "H", "H", "H", "H", "H", "H", "C", "C", "C", "H", "H", "H", "H"],
  "coordinates": [[-0.054546, -1.738595, -1.588187], [1.564281, 1.254232, 0.308066], [-0.020958, 1.215805, -1.636048], [0.618025, -0.919236, -0.521239], [0.514562, 0.454527, -0.442242], [1.190813, -1.629689, 0.505807], [1.139040, -1.133046, 1.408276], [0.848493, -2.576031, 0.604666], [0.307016, -2.766623, -1.562418], [-1.136925, -1.760639, -1.441369], [0.144398, -1.334913, -2.579673], [2.155545, 0.672516, 1.008390], [2.247528, 1.737449, -0.401261], [-0.881265, 0.727461, -2.092709], [-0.318968, 2.217985, -1.324489], [0.743496, 1.319367, -2.413879], [1.098584, 2.056285, 0.876565], [-0.560962, -0.046491, 2.458389], [-2.265033, 0.661086, 0.707044], [-1.146177, 0.348110, 1.325264], [-3.142592, 0.959799, 1.263231], [-0.883201, -0.957194, 2.948271], [0.184904, 0.555466, 2.959469], [-2.346056, 0.682368, -0.369924]],
  "forces_ev_per_angstrom": [[0.0433, 0.0592, 0.0399], [-0.5477, 0.0767, 0.2922], [-0.1600, -0.1592, 0.2471], [-0.9577, 1.1838, 0.4219], [1.5761, -0.9489, -1.5030], [0.2792, 0.0410, 0.6826], [0.0655, -0.3632, -0.5349], [0.0718, 0.0464, -0.0730], [0.0192, 0.0010, -0.0165], [-0.0073, 0.0015, -0.0025], [-0.0205, -0.0259, -0.0188], [0.0763, -0.1331, -0.0202], [-0.0572, -0.1776, 0.0173], [-0.0604, 0.0586, -0.0027], [-0.0721, 0.0324, -0.0719], [0.0151, 0.0638, 0.0397], [-0.0588, 0.2115, 0.1241], [-0.0635, 0.3418, -0.5389], [0.6522, 0.0535, -0.7263], [-1.0507, -0.3107, 1.7115], [0.0891, 0.1451, 0.1796], [0.1555, -0.1304, -0.1726], [0.0516, 0.0554, 0.0050], [-0.0390, -0.1228, -0.0794]]
}

=====

# 5
{
  "formula": "C8H15N",
  "method": "ωB97M-V with the def2-TZVPD basis set",
  "relative_energy_kcal_mol": 11.3,
  "largest_force_ev_per_a": 0.271,
  "orbital_gap_ev": 8.568,
  "charge": 0,
  "spin_multiplicity": 1,
  "smiles": "C/C=C(C)\\C(C)=C(\\C)N",
  "lumo_energy_ev": 1.0,
  "elements": ["C", "C", "C", "C", "C", "C", "C", "N", "C", "H", "H", "H", "H", "H", "H", "H", "H", "H", "H", "H", "H", "H", "H", "H"],
  "coordinates": [[0.358539, 0.374229, 1.975132], [-2.435377, 0.419352, 1.073745], [1.954714, 1.459299, -0.524797], [0.645968, -2.158294, -1.132168], [-0.010007, 0.281824, 0.517983], [-1.286283, 0.322000, 0.110755], [1.120552, 0.212047, -0.439764], [-1.646657, 0.379182, -1.237351], [1.397241, -0.865814, -1.167594], [-0.884410, 0.160008, -1.862893], [-2.491998, -0.122698, -1.467018], [2.240348, -0.845533, -1.848044], [-0.244389, -0.309014, 2.572014], [1.404976, 0.113840, 2.114192], [0.199365, 1.382454, 2.361877], [-3.366827, 0.572450, 0.534821], [-2.519777, -0.490777, 1.668506], [-2.292607, 1.252682, 1.758921], [2.777600, 1.335522, -1.225113], [1.334615, 2.294430, -0.850037], [2.361232, 1.712058, 0.453199], [0.168640, -2.354236, -2.094076], [1.331131, -2.982741, -0.934908], [-0.116588, -2.142268, -0.357382]],
  "forces_ev_per_angstrom": [[-0.1748, 0.0625, -0.0914], [0.1139, -0.0750, -0.0825], [-0.0099, -0.1259, -0.1045], [0.0347, 0.0834, 0.0186], [-0.1329, -0.1572, -0.0611], [0.2374, 0.0707, 0.1099], [-0.0172, 0.1852, -0.0551], [-0.0620, -0.0416, -0.1483], [-0.0593, -0.2205, -0.0591], [-0.0663, -0.0478, -0.0428], [0.0518, 0.0288, -0.0220], [0.1419, 0.1449, -0.0389], [0.0118, -0.0324, 0.1347], [0.0568, -0.0127, 0.0918], [0.0560, 0.0668, 0.1602], [-0.0977, 0.0291, 0.0289], [-0.0470, -0.0159, 0.0580], [-0.0513, 0.0508, 0.0742], [0.0965, 0.0349, -0.0294], [-0.0030, 0.1172, 0.0042], [0.0576, 0.0905, 0.0904], [-0.0548, -0.0869, -0.0384], [-0.0047, -0.1065, -0.0197], [-0.0772, -0.0424, 0.0224]]
}

=====

# 6
{
  "formula": "C8H15N2",
  "method": "ωB97M-V with the def2-TZVPD basis set",
  "relative_energy_kcal_mol": 91.0,
  "largest_force_ev_per_a": 6.000,
  "orbital_gap_ev": 8.945,
  "charge": 1,
  "spin_multiplicity": 1,
  "smiles": "C=C=[N+](C)CCN=C(C)C",
  "lumo_energy_ev": -3.7,
  "elements": ["C", "C", "C", "C", "C", "C", "C", "C", "N", "N", "H", "H", "H", "H", "H", "H", "H", "H", "H", "H", "H", "H", "H", "H", "H"],
  "coordinates": [[2.827176, -0.022575, -0.419195], [3.710888, 0.548408, -1.154295], [-0.073788, 1.055525, 0.673586], [1.356419, 0.567852, 1.339403], [-2.014856, 0.049253, -0.296189], [-2.470246, -1.384877, -0.701049], [-2.857723, 1.271419, -0.333135], [1.332840, -1.703174, 0.433683], [-0.825268, 0.065311, 0.175884], [1.925424, -0.418391, 0.387437], [4.730072, 0.296189, -0.953926], [3.434918, 1.049774, -2.050767], [-0.601533, 1.697581, 1.443598], [0.261987, 1.947532, -0.018424], [1.912315, 1.419937, 1.557218], [1.048740, 0.094340, 2.374450], [-1.781188, -2.095503, -0.993134], [-3.044906, -1.201296, -1.687415], [-3.175423, -1.971296, -0.051225], [-2.165580, 2.015320, -0.497227], [-3.466598, 1.397159, 0.640777], [-3.701341, 1.231631, -1.023709], [1.632909, -2.058020, 1.375820], [1.711242, -2.352318, -0.433753], [0.293528, -1.499792, 0.211595]],
  "forces_ev_per_angstrom": [[-1.7090, -0.3348, 1.2648], [-0.1089, -0.9221, 0.1564], [2.6704, 5.1278, 1.6055], [-4.6628, -1.7417, 1.2134], [0.8835, -2.4059, 1.3227], [-3.8419, 2.2756, -1.5814], [-2.7989, -1.9491, 1.4835], [0.3898, -1.9640, -3.0599], [-1.4387, -2.2723, -1.6949], [2.5902, 3.1520, -0.6811], [0.6862, 0.2879, 0.1486], [-0.1496, 0.4054, -0.5842], [0.5305, -0.8589, -0.1498], [-0.6374, -1.8147, 0.3334], [1.4870, 1.1498, -0.1654], [1.0266, 0.3078, -2.2281], [2.3374, -0.8769, -0.2230], [0.4405, -0.4648, 1.4341], [0.4332, 1.2453, -0.1455], [0.8193, 2.3750, -0.3507], [1.4694, -0.0818, -1.0046], [0.5326, 0.0539, -0.5381], [-0.3031, -1.1294, 1.2065], [-0.1821, 0.9008, 1.4519], [-0.4641, -0.4649, 0.7857]]
}